## 1
The molecule C4HNO, computed with ωB97M-V/def2-TZVPD.

Geometry (Å):
O  0.500  0.294  -1.486
C  0.297  0.445  -0.266
C  -0.943  -0.095  0.309
C  -1.896  -0.659  0.799
C  1.780  0.587  -0.330
N  2.947  0.578  -0.319
H  -2.722  -1.156  1.285

Computed properties:
- Net charge: 0



## 2
The molecule C4HNO, computed with ωB97M-V/def2-TZVPD.

Geometry (Å):
O  -2.617  -0.556  0.355
C  -1.582  -0.069  -0.018
C  -0.283  -0.634  0.246
C  0.919  -0.590  0.261
C  2.098  0.090  0.014
N  2.881  0.888  -0.273
H  -1.416  0.872  -0.584

Computed properties:
- Net charge: 0



Quick one: most stable of them? 2